No. 1
Here is 2 unconnected molecules or ions with the total composition C2H8N2O from OMol25. Energies are from ωB97M-V with the def2-TZVPD basis set.

- Charge: 0
- Frontier orbital gap: 10.58 eV
- E_HOMO: -9.55 eV
- Largest force on an atom: 5.862 eV/Å

```
13
C2H8N2O, DFT ωB97M-V with the def2-TZVPD basis set
O 1.87 -0.90 0.21
N -0.28 -1.83 0.07
H -1.00 2.90 0.11
C -0.62 1.75 0.32
H 1.33 -2.83 0.54
C 1.06 -1.79 0.28
H -1.23 1.27 1.13
H 0.30 1.85 0.92
H -0.73 -2.62 0.29
N -0.28 0.98 -0.98
H -0.27 1.68 -1.64
H 0.61 0.52 -0.99
H -0.76 -0.98 -0.28
```


No. 2
Here is a molecular structure, C34H60N7PSiTc from OMol25. Energies are from ωB97M-V with the def2-TZVPD basis set.

- Charge: +2
- Frontier orbital gap (spin up / spin down): 7.09 / 6.99 eV
- E_HOMO (spin up / spin down): -13.22 / -13.58 eV
- <S²>: 3.77
- Largest force on an atom: 1.388 eV/Å
- Spin multiplicity: 4

```
104
C34H60N7PSiTc, DFT ωB97M-V with the def2-TZVPD basis set
C -3.15 0.22 0.12
H -3.01 -5.56 -0.14
H -4.45 2.67 0.02
H 4.05 -1.05 -3.29
H -1.29 3.79 -0.61
H -0.74 -1.31 -1.93
C 0.06 1.68 -4.19
H -1.77 0.70 5.69
H -1.76 -1.61 5.42
C 4.31 -2.17 1.15
C 3.36 2.16 -1.31
H -3.34 3.47 -1.08
H 5.47 2.55 -1.40
H -2.64 -2.57 0.25
Tc 0.56 1.36 -0.61
C -2.30 -4.29 1.48
H 2.88 -2.40 3.84
H -3.15 -0.80 -0.27
H -0.15 2.03 4.34
H -0.70 3.98 -2.91
C -3.43 2.64 -0.37
C -4.34 0.96 -1.96
H -0.75 -2.68 3.36
H -4.05 0.34 0.74
H -3.40 1.86 -4.37
C -1.59 0.44 4.65
H 3.17 -0.62 2.09
H 3.23 -4.12 3.77
H -0.52 1.24 2.13
H -2.47 -1.25 -2.28
C -0.53 -1.66 3.68
N 1.87 -2.15 1.34
P 0.39 -1.50 1.14
C 2.06 -3.40 2.13
H 1.12 -3.67 2.61
N 0.52 -0.34 0.04
C -2.01 -2.85 1.10
H 0.56 0.52 4.88
C -1.71 -1.09 4.45
C -2.05 -5.22 0.27
H 1.13 0.80 2.56
H -1.38 3.98 -4.53
C -1.26 -4.52 -0.84
H 5.96 0.48 -2.65
H -2.45 3.84 -3.14
C 0.08 0.59 2.78
H -5.24 0.80 -1.36
H -2.18 1.91 -5.63
H 3.08 5.86 -0.07
H -2.63 -1.33 3.92
C -0.29 5.61 -0.17
C 4.51 -2.92 2.48
H -2.28 0.32 0.78
C -3.17 1.27 -1.00
C -2.41 1.51 -4.64
H 2.98 -0.67 0.34
H 5.13 -2.32 3.15
H -2.35 0.95 4.06
H 5.05 -3.85 2.30
H 5.19 -1.57 0.91
C -1.48 3.54 -3.53
C 3.08 -1.29 1.23
H 0.22 0.60 -4.31
C 3.88 -0.14 -2.72
C 4.68 1.86 -1.67
H -4.18 0.07 -2.56
C 3.16 -3.21 3.16
H -1.52 -6.12 0.59
N -0.58 -2.74 0.74
H -2.76 2.83 0.49
H -3.33 -4.38 1.84
Si -1.56 1.05 -2.01
H -2.23 -2.16 1.91
C -0.21 0.94 4.23
H 3.95 3.87 -0.44
H -1.64 -4.57 2.31
H 0.63 -4.40 0.17
N -0.27 -0.83 2.48
H -2.44 0.42 -4.73
C 1.95 4.08 -0.47
H 2.33 -4.22 1.46
H -1.91 -3.87 -1.42
H -1.21 6.18 -0.07
C -0.09 -3.72 -0.28
H 4.17 -2.88 0.33
H 1.77 -0.42 -2.57
H 0.18 2.13 -5.18
H 0.36 -1.71 4.31
N 2.36 1.33 -1.61
C 2.09 5.43 -0.17
C 2.63 0.20 -2.33
C 4.94 0.71 -2.37
H -4.54 1.80 -2.63
N 0.75 3.49 -0.60
C -1.51 -0.77 -2.49
H -0.86 -5.26 -1.54
N 3.12 3.34 -0.63
H 0.85 2.08 -3.55
H 0.42 -3.19 -1.09
C -1.34 2.01 -3.64
C 0.96 6.21 -0.02
H 1.06 7.26 0.21
H -1.30 -0.90 -3.56
C -0.34 4.28 -0.47
```


No. 3
Here is 2 unconnected molecules or ions with the total composition C17H24BrN5O5S3 from OMol25. Energies are from ωB97M-V with the def2-TZVPD basis set.

- Charge: 0
- Frontier orbital gap: 8.75 eV
- E_HOMO: -8.89 eV
- Largest force on an atom: 3.954 eV/Å

```
55
C17H24BrN5O5S3, DFT ωB97M-V with the def2-TZVPD basis set
H 0.16 7.43 1.02
H 1.32 -2.48 1.84
C 4.84 1.32 -1.45
C 1.99 0.21 -6.12
Br -2.84 7.67 0.20
S -1.96 4.58 0.36
O 1.91 -1.12 -0.66
H 1.39 3.18 1.05
H 2.97 0.76 -4.30
C 1.20 1.71 -4.31
H 1.03 -0.30 -6.17
C -1.59 6.27 0.51
H -0.49 -3.87 3.15
N 2.12 0.89 -4.83
H 2.04 0.94 -6.92
C -0.75 -3.15 2.38
H 4.65 1.56 -0.41
C -4.35 -5.57 3.55
C -3.10 -4.68 3.48
S -2.06 -1.70 0.65
H 0.53 2.21 -2.35
C 0.25 -2.38 1.67
H 4.73 0.25 -1.61
N 0.40 3.06 0.91
C 1.45 2.32 -2.92
C -0.27 6.45 0.87
H 2.79 -0.52 -6.24
O -1.15 1.68 0.01
O 0.16 1.97 -4.90
H -2.26 -5.32 3.19
H -2.67 -4.88 5.60
H 1.64 3.38 -3.06
N 2.57 1.72 -2.17
C -3.30 -3.58 2.41
C -0.29 4.24 0.79
C -2.03 -2.90 1.94
C -2.84 -4.08 4.87
H -3.99 -2.82 2.80
H -1.96 -3.43 4.86
H -3.78 -4.03 1.53
H -3.70 -3.49 5.20
S 0.57 -0.55 -0.44
H -5.23 -4.97 3.83
O -0.10 -0.35 -1.72
N 0.47 5.28 1.04
C 3.85 2.06 -2.32
O 4.23 2.91 -3.11
H -4.22 -6.36 4.30
H 5.85 1.63 -1.72
H 1.39 0.74 1.25
N 0.92 0.89 0.37
C -0.01 1.87 0.38
C -0.32 -1.57 0.73
H -4.54 -6.04 2.58
H 2.37 0.95 -1.56
```


No. 4
Here is 2 unconnected molecules or ions with the total composition C3H5Cl from OMol25. Energies are from ωB97M-V with the def2-TZVPD basis set.

- Charge: 0
- Frontier orbital gap (spin up / spin down): 6.54 / 9.05 eV
- E_HOMO (spin up / spin down): -5.54 / -10.83 eV
- <S²>: 2.01
- Largest force on an atom: 7.893 eV/Å
- Spin multiplicity: 3

```
9
C3H5Cl, DFT ωB97M-V with the def2-TZVPD basis set
C 0.65 0.03 0.81
C -0.12 0.09 1.87
Cl 0.45 -1.82 -2.69
C -0.73 0.60 0.53
H -0.90 1.61 0.38
H 1.71 0.10 0.68
H -1.49 0.11 0.04
H 0.90 -1.33 -3.75
H -0.18 -0.25 2.86
```


No. 5
Here is 2 unconnected molecules or ions with the total composition C5H17N2O from OMol25. Energies are from ωB97M-V with the def2-TZVPD basis set.

- Charge: +1
- Frontier orbital gap: 8.72 eV
- E_HOMO: -11.96 eV
- Largest force on an atom: 6.148 eV/Å

```
25
C5H17N2O, DFT ωB97M-V with the def2-TZVPD basis set
H 1.69 0.52 -0.44
H -2.13 2.44 0.74
H -1.66 0.64 2.72
H -1.32 0.70 -2.32
H -1.52 -1.34 0.46
H -2.55 -0.64 1.75
H 4.64 -1.58 -2.14
H 2.35 -1.19 -0.42
H 0.40 1.03 -1.86
H -0.81 2.39 -1.44
O 4.18 -1.25 -1.42
H 4.67 -0.37 -1.51
H -3.00 0.93 -0.01
N 1.98 -0.31 0.18
H -0.97 -1.09 -1.04
H 2.67 -0.19 0.87
C -0.67 1.32 -1.47
H -3.40 0.48 2.15
C 0.61 -0.99 0.66
C -2.35 0.42 1.85
C -2.08 1.23 0.62
N -0.89 0.76 -0.12
H 0.60 -2.11 0.45
H 0.27 -1.11 1.83
C -0.71 -0.70 -0.09
```


No. 6
Here is 2 unconnected molecules or ions with the total composition C4H10 from OMol25. Energies are from ωB97M-V with the def2-TZVPD basis set.

- Charge: +1
- Frontier orbital gap (spin up / spin down): 7.11 / 3.97 eV
- E_HOMO (spin up / spin down): -13.94 / -13.94 eV
- <S²>: 0.75
- Largest force on an atom: 1.345 eV/Å
- Spin multiplicity: 2

```
14
C4H10, DFT ωB97M-V with the def2-TZVPD basis set
H 1.23 2.35 1.58
H -1.03 2.40 3.61
H -1.53 -1.23 -1.73
C 0.46 2.84 2.19
H 0.62 1.60 4.00
C -0.46 -1.32 -1.60
H 0.28 -2.19 -3.48
H -0.09 -0.39 -2.04
H -0.17 -1.44 -0.56
H 0.10 3.75 1.73
C 0.10 -2.47 -2.44
H -0.59 -3.31 -2.53
H 1.06 -2.83 -2.07
C 0.02 2.23 3.35
```


No. 7
Here is a molecular structure, C4H10N4 from OMol25. Energies are from ωB97M-V with the def2-TZVPD basis set.

- Charge: 0
- Frontier orbital gap: 8.98 eV
- E_HOMO: -8.43 eV
- Largest force on an atom: 9.972 eV/Å

```
18
C4H10N4, DFT ωB97M-V with the def2-TZVPD basis set
N -0.23 1.56 0.12
N 1.06 -0.96 -0.13
H -0.47 -1.67 -1.06
H 3.68 0.36 1.24
H -1.34 1.89 -0.09
H 3.48 -1.25 0.39
N -2.85 -0.46 0.76
H -2.70 -1.59 0.75
N -0.24 -0.82 -0.25
H 1.52 1.28 -0.20
C -0.89 0.38 -0.28
C 3.40 -0.07 0.18
H -2.84 1.08 -0.43
C -2.36 0.06 -0.48
C 1.83 0.14 -0.04
H -2.26 -0.12 1.67
H 4.06 0.52 -0.47
H -2.88 -0.32 -1.68
```


No. 8
Here is a gas-phase ion, C3H7N2 (charge +1) from OMol25. Energies are from ωB97M-V with the def2-TZVPD basis set.

- Charge: +1
- Frontier orbital gap: 11.19 eV
- E_HOMO: -15.27 eV
- Largest force on an atom: 3.361 eV/Å

```
12
C3H7N2, DFT ωB97M-V with the def2-TZVPD basis set
C 1.42 -0.03 0.78
N 0.12 0.19 0.01
C 1.41 -0.25 -0.49
H 1.79 -0.05 1.78
H -1.24 -0.89 -1.02
H -1.71 -0.71 0.63
H -0.56 -1.83 0.27
C -0.87 -0.84 -0.02
N -0.50 1.41 0.11
H -1.45 1.20 -0.08
H 1.83 -0.41 -1.46
H -0.25 2.22 -0.51
```


No. 9
Here is 15 unconnected molecules or ions with the total composition C54H58F14NO43S2 from OMol25. Energies are from ωB97M-V with the def2-TZVPD basis set.

- Charge: +1
- Frontier orbital gap: 5.48 eV
- E_HOMO: -10.77 eV
- Largest force on an atom: 5.295 eV/Å

```
172
C54H58F14NO43S2, DFT ωB97M-V with the def2-TZVPD basis set
O 9.39 -7.55 0.16
O 6.34 -4.75 -1.10
C 5.11 1.91 -4.74
O 1.29 -8.80 -5.31
H -12.04 -2.43 7.28
F -4.06 -0.93 -4.40
H -1.18 9.87 -3.22
C 6.09 -10.34 -4.57
C 1.17 5.04 2.75
H 5.09 -0.98 0.48
C -0.88 -1.64 -3.71
H 3.32 2.05 -3.52
O 4.98 -10.41 -5.00
H 9.55 -5.64 3.52
O 7.05 -9.52 -5.07
O 2.98 1.95 -5.55
C 8.05 -9.46 -4.07
C -3.25 0.00 3.80
O -3.82 7.19 -1.02
F -9.47 -2.76 8.62
O -2.16 -0.35 3.45
O 6.54 -11.06 -3.50
H -1.94 -0.10 -6.21
H -11.26 -3.04 9.50
H -0.91 -10.14 -4.28
H -3.04 1.74 0.98
O -11.86 0.62 10.20
C 2.34 4.22 -1.05
O -1.87 8.27 -4.37
C 0.23 8.25 -3.49
O 2.51 2.81 -1.36
C 3.65 0.85 -6.02
H -3.95 7.09 1.04
H -3.98 5.36 -5.01
H -2.92 1.21 -0.85
H 1.35 4.65 -1.46
H -2.56 3.00 -0.27
O -4.67 3.76 -6.15
C 6.57 -2.15 3.52
H 3.72 3.53 -4.43
O -5.65 3.67 2.63
F 8.50 -3.24 4.30
H 3.68 -0.64 2.51
O 9.17 -5.74 1.50
H -5.26 1.76 3.22
C -3.99 2.67 -6.60
O 3.24 0.13 -6.88
H -0.26 3.05 -1.41
C 6.49 -0.76 5.26
H 4.01 -4.51 -3.30
C -2.14 6.21 0.18
H 3.40 5.37 1.03
C 7.30 -2.73 4.68
O -4.28 5.39 -2.31
F -1.93 3.51 -4.11
H -5.48 -0.33 5.46
O -0.70 -1.27 -5.01
C -2.75 -0.60 -4.27
H -2.65 0.44 -3.96
F 9.26 -9.34 -4.68
H 8.24 -10.74 -2.34
H 5.12 0.17 -0.95
S 2.49 4.33 0.81
C -11.53 -0.31 9.51
O -4.37 1.94 -7.46
H -10.70 -1.29 7.03
O -3.55 1.25 4.23
H -6.36 -0.29 3.92
O 11.04 -7.00 1.61
C -8.03 4.88 0.59
O -7.51 3.04 7.07
C -3.95 4.27 -5.04
C 0.09 2.26 -0.66
O -2.73 5.24 -0.67
C 1.63 2.02 -0.50
C 1.13 0.21 1.38
H -10.15 4.18 8.51
O 0.71 -9.42 -3.22
H 3.35 1.22 2.86
O 4.85 0.68 -5.39
O 0.00 7.02 -4.15
C 11.31 -5.77 2.26
H 1.90 -10.77 -5.36
H 0.85 8.89 -4.13
H -2.40 -1.81 -6.04
F -5.38 2.14 5.19
F 6.26 -6.27 -2.75
H 5.71 2.55 -5.40
H -6.89 6.52 -0.22
H 6.74 -3.49 5.23
H 11.89 -5.13 1.60
C -8.17 4.15 7.65
O -0.01 -2.07 -3.00
F -8.84 4.37 -0.36
H 1.47 -0.56 2.16
F 12.01 -6.03 3.39
C -3.20 7.26 0.26
F 5.78 1.66 -3.60
H 3.66 -1.03 -0.73
O -4.35 -0.81 3.80
H -1.59 8.39 -2.33
O 7.52 -1.62 5.52
O 5.84 -1.09 4.12
C 3.74 2.44 -4.46
H -6.48 4.95 -0.92
C 2.19 1.00 0.52
H -1.91 5.78 1.16
C -0.95 1.51 0.20
O -5.82 5.23 1.01
C 9.82 -6.83 1.01
H 0.23 -11.39 -3.72
C 3.76 0.80 0.71
H 7.87 -8.60 -3.43
O 6.09 -2.76 -0.06
C -11.39 -1.70 7.77
C 5.82 -3.51 -0.96
C -8.48 2.09 6.91
C -4.96 1.34 4.18
O 4.94 -3.21 -1.96
H 5.68 -4.04 -3.69
H -1.17 -0.12 1.86
C 0.98 -10.18 -5.35
H -1.96 4.39 -5.92
O -7.53 3.81 1.38
H 7.25 -1.74 2.76
C 5.51 -5.41 -2.03
O -12.15 -0.65 8.35
C -3.66 5.89 -1.42
O -9.59 2.38 7.63
C 0.15 -10.37 -4.12
H -4.39 3.89 -4.12
C 4.41 -0.35 -0.21
C -6.79 5.46 0.00
H 3.22 4.76 -1.55
C -9.28 3.52 8.42
C -1.18 7.18 -4.81
C -5.40 -0.07 4.40
O 6.20 0.16 5.97
H -8.49 4.84 6.87
C -1.15 8.78 -3.25
C 1.31 -8.47 -3.99
C 7.93 -10.78 -3.39
F 0.25 -10.42 -6.46
H 4.73 -5.96 -1.49
O -10.50 -1.15 9.80
O -1.57 6.46 -5.68
H -8.59 5.57 1.23
H 5.10 0.63 2.48
C 5.00 -4.29 -2.88
O -8.36 1.13 6.20
F 0.87 8.00 -2.32
O -2.17 -1.44 -3.30
H 9.92 -4.16 2.62
H -8.98 3.20 9.42
C -2.57 3.75 -5.28
C 9.94 -5.25 2.58
O 1.80 -7.47 -3.55
C 3.99 0.44 2.29
F -2.66 8.49 0.40
H 8.50 -11.57 -3.89
H 4.27 1.80 0.47
C -1.99 -0.94 -5.51
C -0.41 0.45 1.22
F -7.30 4.78 8.48
S 1.69 5.69 4.19
C -6.28 4.19 1.75
C -10.69 -2.27 8.96
N 0.92 4.73 1.49
H -1.21 6.58 -0.27
O -2.80 2.51 -5.93
H 5.91 -2.87 3.04
C -2.49 1.87 -0.02
```